Entry 1:
{
  "formula": "C2H2INO2",
  "method": "the ωB97M-V functional and the def2-TZVPD basis",
  "e_homo_ev": -10.06,
  "max_force_ev_per_a": 3.4,
  "gap_ev": 9.25,
  "smiles": "C#C[N+](=O)[O-].I",
  "total_charge": 0,
  "relative_energy_kcal_mol": 142.4,
  "elements": ["C", "C", "N", "O", "O", "H", "I", "H"],
  "xyz": [[2.16524, -0.50803, -0.95745], [1.36975, -0.09281, -0.15965], [0.52108, 0.61189, 0.67422], [0.38507, 0.09209, 1.74610], [0.11166, 1.64310, 0.29707], [2.96140, -0.85824, -1.47040], [-4.49864, -0.46647, -0.35624], [-3.01557, -0.42153, 0.22636]],
  "atomic_forces_ev_per_a": [[-2.191, 1.156, 2.309], [1.221, -0.555, -2.014], [1.502, -1.942, 0.363], [-0.826, -0.404, 1.750], [-1.503, 2.764, -0.867], [1.791, -1.025, -1.551], [-0.192, -0.009, -0.085], [0.198, 0.015, 0.097]],
  "lowdin_charge": [0.21, -0.03, -0.46, 0.11, 0.15, 0.02, 0.39, -0.39]
}

=====

Entry 2:
{
  "formula": "C2H2LiMgO2",
  "method": "the ωB97M-V functional and the def2-TZVPD basis",
  "e_homo_ev": -12.28,
  "max_force_ev_per_a": 1.6,
  "gap_ev": 7.99,
  "total_charge": 1,
  "relative_energy_kcal_mol": 5.3,
  "elements": ["O", "C", "C", "O", "Li", "Mg", "H", "H"],
  "xyz": [[-0.52080, -0.60751, 0.68114], [-1.40522, 0.04209, 0.24315], [-2.21446, 0.84732, -0.37794], [3.17993, -0.79274, 0.35808], [4.69562, -0.67334, -0.39556], [1.44182, -1.12475, 0.68642], [-2.41289, 1.83159, 0.04996], [-2.76402, 0.47734, -1.24524]],
  "atomic_forces_ev_per_a": [[0.171, -0.564, 0.452], [-0.156, 1.107, -1.085], [0.016, -0.487, 0.500], [-0.943, -0.323, -0.056], [-0.363, -0.020, 0.268], [1.133, 0.458, -0.221], [0.024, -0.288, -0.125], [0.118, 0.118, 0.267]],
  "lowdin_charge": [0.05, -0.18, 0.10, -0.95, 0.76, 1.00, 0.11, 0.11]
}

=====

Entry 3:
{
  "formula": "C2H2MgO2Tl",
  "method": "the ωB97M-V functional and the def2-TZVPD basis",
  "e_homo_ev": [-13.32, -12.13],
  "max_force_ev_per_a": 5.2,
  "gap_ev": [7.48, 5.41],
  "total_charge": 1,
  "relative_energy_kcal_mol": 54.0,
  "elements": ["C", "C", "O", "O", "H", "Mg", "Tl", "H"],
  "xyz": [[-0.12440, -0.23114, 0.65624], [1.05086, -0.10460, -0.06961], [1.13948, 0.64678, -1.10690], [-1.24043, 0.53253, 0.26063], [1.89404, -0.76729, 0.20024], [-2.18232, -1.40545, -0.34880], [-0.60580, 1.94514, -1.27812], [0.06858, -0.61597, 1.68631]],
  "atomic_forces_ev_per_a": [[-2.187, 1.903, 0.984], [1.665, 0.253, -2.973], [1.465, -2.507, 2.131], [1.440, -4.487, 2.312], [-0.152, 0.545, 0.006], [0.082, 0.629, 0.293], [-1.247, 3.513, -2.139], [-1.066, 0.152, -0.614]],
  "lowdin_charge": [-0.27, -0.23, -0.22, -0.56, 0.15, 0.99, 0.98, 0.14]
}

=====

Entry 4:
{
  "formula": "C2H2N2",
  "method": "the ωB97M-V functional and the def2-TZVPD basis",
  "e_homo_ev": [-6.72, -10.72],
  "max_force_ev_per_a": 7.5,
  "gap_ev": [6.28, 7.42],
  "spin_multiplicity": 3,
  "total_charge": 0,
  "s2": 2.038,
  "relative_energy_kcal_mol": 78.9,
  "elements": ["C", "C", "N", "N", "H", "H"],
  "xyz": [[-1.02279, 0.55755, -0.04979], [0.28067, 0.02468, -0.05630], [-0.90235, -0.72027, -0.01418], [1.53376, 0.11934, -0.03190], [-1.74112, 1.44299, 0.19615], [1.85184, -1.42428, -0.04397]],
  "atomic_forces_ev_per_a": [[-4.184, 6.193, -0.519], [4.685, -0.115, 0.495], [0.022, -4.056, 0.248], [-1.899, -4.105, -0.144], [1.987, -1.787, -0.096], [-0.611, 3.871, 0.016]],
  "lowdin_charge": [-0.14, -0.53, 0.14, 0.12, 0.13, 0.28]
}

=====

Entry 5:
{
  "formula": "C2H2N2O",
  "method": "the ωB97M-V functional and the def2-TZVPD basis",
  "e_homo_ev": [-10.02, -10.03],
  "max_force_ev_per_a": 4.2,
  "gap_ev": [8.87, 8.87],
  "smiles": "C=[N+]([O-])C#N",
  "total_charge": 0,
  "relative_energy_kcal_mol": 105.8,
  "elements": ["C", "N", "O", "C", "N", "H", "H"],
  "xyz": [[-0.09682, -1.01469, -0.03055], [0.19096, 0.20882, 0.32639], [0.93420, 0.59724, 1.45633], [-0.13459, 1.24546, -0.45997], [-0.40020, 2.21421, -0.98148], [0.39588, -1.95888, 0.52633], [-0.88944, -1.29217, -0.83705]],
  "atomic_forces_ev_per_a": [[-0.170, -2.594, 0.310], [2.311, -1.487, 3.198], [-1.959, -1.312, -3.297], [-0.279, -0.172, 0.698], [-0.459, 1.559, -1.237], [-1.227, 2.837, -0.981], [1.782, 1.171, 1.309]],
  "lowdin_charge": [0.11, -0.27, -0.11, -0.24, 0.22, 0.15, 0.13]
}

=====

Entry 6:
{
  "formula": "C2H2N2O",
  "method": "the ωB97M-V functional and the def2-TZVPD basis",
  "e_homo_ev": [-11.45, -11.29],
  "max_force_ev_per_a": 5.0,
  "gap_ev": [8.39, 8.02],
  "total_charge": 0,
  "relative_energy_kcal_mol": 128.3,
  "elements": ["C", "C", "N", "N", "O", "H", "H"],
  "xyz": [[1.88141, 0.45031, 0.09951], [-0.97530, -0.68425, 0.08508], [3.00738, 0.63045, -0.07049], [-0.42542, 0.47433, 0.00859], [-0.65424, -1.79870, -0.10697], [-2.03874, -0.38513, 0.44132], [-0.79509, 1.31299, -0.45704]],
  "atomic_forces_ev_per_a": [[-2.997, -0.030, -0.697], [-2.252, -0.878, -0.370], [0.190, -0.003, 0.143], [3.732, 3.196, 0.721], [0.605, -1.529, 0.304], [0.387, -0.205, -0.344], [0.337, -0.551, 0.242]],
  "lowdin_charge": [-0.07, -0.54, 0.01, 0.19, 0.11, 0.19, 0.12]
}

=====

Entry 7:
{
  "formula": "C2H2N2O",
  "method": "the ωB97M-V functional and the def2-TZVPD basis",
  "e_homo_ev": [-9.34, -9.34],
  "max_force_ev_per_a": 5.4,
  "gap_ev": [7.57, 7.58],
  "total_charge": 0,
  "relative_energy_kcal_mol": 148.5,
  "elements": ["O", "C", "C", "N", "N", "H", "H"],
  "xyz": [[0.00208, -1.83482, 1.01255], [0.49804, -1.21030, 0.09425], [0.32344, 0.28358, -0.15917], [-0.64927, 0.97765, 0.39455], [-1.31123, 1.89590, 0.42375], [1.17376, -1.71174, -0.61936], [-0.03682, 1.59973, -1.14657]],
  "atomic_forces_ev_per_a": [[0.181, 1.175, -0.649], [-0.149, 0.691, -0.327], [-0.574, 1.474, -1.887], [-1.828, 2.321, 0.118], [-0.566, -1.495, 2.494], [-0.069, 0.268, 0.023], [3.006, -4.435, 0.228]],
  "lowdin_charge": [0.02, -0.31, -0.08, -0.18, 0.17, 0.10, 0.27]
}

=====

Entry 8:
{
  "formula": "C2H2N2O",
  "method": "the ωB97M-V functional and the def2-TZVPD basis",
  "e_homo_ev": -9.48,
  "max_force_ev_per_a": 1.0,
  "gap_ev": 9.38,
  "total_charge": 0,
  "relative_energy_kcal_mol": 79.0,
  "elements": ["O", "C", "C", "N", "N", "H", "H"],
  "xyz": [[0.72554, 2.18776, 0.33108], [-0.22766, 1.44662, 0.28130], [-0.07994, 0.05651, 0.61858], [0.42241, -0.95646, 0.26729], [0.71316, -2.11462, -0.05253], [-1.25685, 1.77561, 0.05132], [-0.20670, -2.46939, -0.33706]],
  "atomic_forces_ev_per_a": [[-0.408, 0.144, -0.121], [0.401, 0.389, 0.079], [0.603, -0.297, 0.223], [-0.903, 0.290, 0.091], [-0.223, 0.204, -0.003], [0.167, 0.000, -0.037], [0.363, -0.729, -0.231]],
  "lowdin_charge": [0.05, -0.28, 0.04, -0.10, 0.09, 0.12, 0.08]
}

=====

Entry 9:
{
  "formula": "C2H2N2O",
  "method": "the ωB97M-V functional and the def2-TZVPD basis",
  "e_homo_ev": -10.44,
  "max_force_ev_per_a": 2.1,
  "gap_ev": 11.18,
  "smiles": "c1conn1",
  "total_charge": 0,
  "relative_energy_kcal_mol": 47.4,
  "elements": ["C", "C", "O", "N", "N", "H", "H"],
  "xyz": [[0.18107, 0.81320, 0.02342], [-0.79100, -0.17469, -0.05008], [-0.20769, -1.35459, -0.00248], [1.20998, -1.13033, 0.00100], [1.35312, 0.13491, -0.02193], [0.12935, 1.91466, -0.02871], [-1.87483, -0.20316, 0.07877]],
  "atomic_forces_ev_per_a": [[-1.303, -0.555, -0.935], [0.176, 0.826, 1.213], [0.461, -0.126, -0.232], [-0.853, 1.954, -0.240], [1.049, -1.299, 0.440], [-0.009, -1.050, 0.143], [0.478, 0.249, -0.389]],
  "lowdin_charge": [-0.12, -0.13, -0.04, 0.06, -0.01, 0.11, 0.13]
}

=====

Entry 10:
{
  "formula": "C2H2N2O",
  "method": "the ωB97M-V functional and the def2-TZVPD basis",
  "e_homo_ev": -10.88,
  "max_force_ev_per_a": 1.9,
  "gap_ev": 10.80,
  "total_charge": 0,
  "relative_energy_kcal_mol": 100.7,
  "elements": ["C", "C", "N", "N", "O", "H", "H"],
  "xyz": [[1.06019, 1.25537, 1.79465], [0.05240, 0.88100, 2.60804], [1.91575, 1.57040, 1.09284], [-0.72778, 0.54359, 3.40253], [-1.54846, 0.18498, 4.15833], [-0.02306, -0.38508, -0.91022], [-0.23944, -0.19265, -0.18074]],
  "atomic_forces_ev_per_a": [[0.815, 0.339, -0.619], [-1.278, -0.503, 1.304], [0.096, 0.051, -0.053], [1.135, 0.423, -1.357], [-0.722, -0.265, 0.777], [-0.396, 0.337, 1.307], [0.350, -0.383, -1.359]],
  "lowdin_charge": [-0.24, 0.01, 0.18, -0.09, 0.10, 0.04, 0.00]
}

=====

Entry 11:
{
  "formula": "C2H2N2O2",
  "method": "the ωB97M-V functional and the def2-TZVPD basis",
  "e_homo_ev": -10.04,
  "max_force_ev_per_a": 2.4,
  "gap_ev": 10.55,
  "smiles": "O=c1[nH]cno1",
  "total_charge": 0,
  "relative_energy_kcal_mol": 63.2,
  "elements": ["O", "C", "N", "C", "N", "O", "H", "H"],
  "xyz": [[2.46531, 0.15533, -0.04461], [1.35690, -0.25372, 0.03040], [-0.08412, 0.82941, -0.05729], [-1.08331, -0.03555, 0.00008], [-0.86897, -1.30452, 0.12701], [0.74667, -1.37886, 0.17123], [-0.37337, 1.81233, -0.16921], [-2.15911, 0.17557, -0.05761]],
  "atomic_forces_ev_per_a": [[-1.429, -0.584, 0.147], [-1.595, 1.814, -0.195], [0.645, -0.833, 0.010], [0.131, -0.701, 0.058], [1.752, -0.021, 0.049], [-1.074, 0.712, -0.156], [1.126, -0.678, 0.062], [0.444, 0.291, 0.024]],
  "lowdin_charge": [0.16, -0.40, 0.11, -0.32, 0.15, 0.04, 0.12, 0.14]
}

=====

Entry 12:
{
  "formula": "C2H2N2O2",
  "method": "the ωB97M-V functional and the def2-TZVPD basis",
  "e_homo_ev": [-8.25, -11.46],
  "max_force_ev_per_a": 10.5,
  "gap_ev": [8.38, 7.20],
  "spin_multiplicity": 3,
  "total_charge": 0,
  "s2": 2.011,
  "relative_energy_kcal_mol": 57.3,
  "elements": ["C", "C", "N", "N", "O", "O", "H", "H"],
  "xyz": [[-0.54774, -1.15454, -0.56468], [-0.36721, -0.01690, 0.28860], [-0.61792, -2.00702, -1.36334], [0.73367, 0.92189, -0.06101], [0.98070, 1.04353, -1.21853], [1.37969, 1.34542, 0.87470], [-1.46651, 0.47243, 0.45227], [-0.09467, -0.60482, 1.59198]],
  "atomic_forces_ev_per_a": [[0.623, -1.859, -2.770], [-1.825, -0.175, 5.381], [-0.024, 1.773, 1.973], [-8.597, -5.841, 1.103], [3.035, 1.817, -5.814], [4.610, 2.977, 4.354], [2.814, -0.696, -0.336], [-0.636, 2.003, -3.891]],
  "lowdin_charge": [-0.25, -0.12, 0.17, -0.52, 0.11, 0.20, 0.17, 0.25]
}